No. 1
ORCA calculation (ωB97M-V with the def2-TZVPD basis set) on one molecule with the formula C22H22N2O5S2 in a non-equilibrium geometry.

Properties
- Lowest unoccupied orbital energy: 0.0043 Eh
- Energy relative to the best compared isomer or geometry (same formula, charge and spin): 0.3567 eV
- Frontier orbital gap: 8.8 eV
- SMILES: CCN(CC)S(=O)(=O)c1cccc(C(=O)Oc2cccc(NC(=O)c3cccs3)c2)c1

Geometry (Å):
C1 -0.884 -0.181 -3.663
C2 0.161 0.656 -2.936
N1 -0.456 1.615 -2.035
C3 -0.956 2.839 -2.640
C4 -2.078 3.439 -1.805
S1 0.305 1.880 -0.577
O1 0.813 3.219 -0.473
O2 1.221 0.801 -0.314
C5 -0.989 1.648 0.643
C6 -0.874 2.310 1.851
C7 -1.748 2.000 2.881
C8 -2.677 0.989 2.708
C9 -2.767 0.301 1.498
C10 -3.772 -0.810 1.451
O3 -4.824 -0.725 2.029
O4 -3.505 -1.941 0.781
C11 -2.334 -2.246 0.108
C12 -2.485 -2.842 -1.139
C13 -1.357 -3.182 -1.864
C14 -0.092 -2.900 -1.385
C15 0.057 -2.296 -0.137
N2 1.297 -1.935 0.371
C16 2.407 -1.608 -0.373
O5 2.553 -1.899 -1.542
C17 3.443 -0.890 0.374
C18 4.650 -0.497 -0.137
C19 5.425 0.238 0.778
C20 4.799 0.403 1.974
S2 3.251 -0.331 2.003
C21 -1.072 -2.023 0.636
C22 -1.938 0.667 0.440
H1 -1.536 -0.678 -2.949
H2 -1.493 0.432 -4.323
H3 -0.382 -0.939 -4.257
H4 0.805 1.170 -3.661
H5 0.790 0.010 -2.322
H6 -0.142 3.569 -2.737
H7 -1.327 2.591 -3.636
H8 -2.505 4.292 -2.327
H9 -2.861 2.705 -1.633
H10 -1.693 3.777 -0.847
H11 -0.106 3.060 1.958
H12 -1.690 2.526 3.821
H13 -3.345 0.709 3.508
H14 -3.478 -3.024 -1.516
H15 -1.468 -3.657 -2.827
H16 0.781 -3.123 -1.973
H17 1.265 -1.533 1.299
H18 4.951 -0.738 -1.140
H19 6.402 0.630 0.559
H20 5.154 0.915 2.847
H21 -0.957 -1.605 1.625
H22 -2.008 0.211 -0.534

=====

No. 2
ORCA calculation (ωB97M-V with the def2-TZVPD basis set) on C22H22N5OPdS as an isolated structure.

Properties
- Lowest unoccupied orbital energy (alpha / beta): -0.0995 / -0.2182 Eh
- Multiplicity: 3
- Charge: +1
- Frontier orbital gap (alpha / beta): 5.7 / 4.8 eV

Geometry (Å):
Pd1 -0.029 0.170 -0.373
C1 4.015 -1.095 -1.047
C2 4.855 -0.066 -0.626
C3 4.273 1.098 -0.198
C4 2.847 1.253 -0.190
N1 2.039 0.172 -0.521
C5 2.632 -0.928 -0.963
N2 2.424 2.448 0.096
C6 1.109 2.861 0.060
N3 0.003 2.094 -0.112
C7 -1.115 2.901 0.016
N4 -2.374 2.563 -0.017
C8 -2.838 1.329 -0.270
C9 -4.249 1.213 -0.310
C10 -4.855 0.045 -0.666
C11 -4.049 -1.046 -1.019
C12 -2.693 -0.902 -0.933
N5 -2.073 0.230 -0.523
C13 -0.663 4.249 0.248
C14 -1.353 5.447 0.441
C15 -0.608 6.585 0.654
C16 0.803 6.549 0.691
C17 1.494 5.376 0.511
C18 0.742 4.212 0.279
H1 4.404 -2.027 -1.423
H2 5.927 -0.175 -0.650
H3 4.846 1.958 0.111
H4 1.969 -1.738 -1.250
H5 -4.805 2.104 -0.070
H6 -5.931 -0.025 -0.704
H7 -4.463 -1.980 -1.361
H8 -2.046 -1.708 -1.238
H9 -2.432 5.470 0.420
H10 -1.108 7.533 0.801
H11 1.343 7.466 0.867
H12 2.572 5.342 0.543
C19 -1.245 -4.509 -1.675
C20 -0.263 -4.531 -0.517
S1 -0.409 -3.046 0.493
O1 0.097 -1.941 -0.434
C21 0.938 -3.320 1.670
C22 0.434 -4.013 2.924
H13 -1.131 -5.417 -2.263
H14 -1.059 -3.659 -2.328
H15 -2.273 -4.468 -1.320
H16 0.775 -4.593 -0.851
H17 -0.463 -5.358 0.167
H18 1.309 -2.314 1.876
H19 1.726 -3.886 1.172
H20 -0.376 -3.453 3.387
H21 1.247 -4.095 3.642
H22 0.079 -5.020 2.712